Here is a molecular structure, C73H153F3N7O11Y at a distorted geometry from the OMol25 dataset. Energies are from wB97M-V/def2-TZVPD.

## Properties
Net charge = 0
HOMO-LUMO gap = 8.26 eV
Electronic energy = -120320.495 eV

The geometry in XYZ format:
```
248
Properties=species:S:1:pos:R:3:mulliken_charge:R:1
Y -21.80 -25.51 -11.17 0.09
C -22.74 -25.64 -7.05 -1.17
C -22.86 -24.43 -7.91 1.91
C -22.01 -23.31 -7.43 -0.63
O -22.67 -24.52 -9.30 0.87
H -22.62 -25.33 -6.01 -0.10
H -21.92 -26.34 -7.20 -0.16
H -23.60 -26.31 -7.08 0.34
H -23.88 -24.18 -7.64 -0.92
H -22.27 -23.05 -6.40 -0.05
H -22.28 -22.37 -7.92 -0.23
H -20.94 -23.48 -7.36 0.23
C -22.13 -23.30 -15.08 -1.30
C -22.30 -24.79 -14.73 0.24
C -21.25 -25.60 -15.55 -1.20
O -22.25 -24.89 -13.32 -0.27
H -21.10 -22.94 -14.97 -0.03
H -22.82 -22.67 -14.53 0.29
H -22.48 -23.17 -16.11 0.54
H -23.31 -25.05 -15.05 0.35
H -21.18 -26.52 -14.96 0.19
H -20.25 -25.18 -15.66 0.28
H -21.58 -25.96 -16.52 0.35
C -19.39 -27.63 -9.45 -0.45
O -20.52 -28.08 -8.74 0.19
O -20.01 -27.09 -10.53 -0.51
C -18.30 -26.83 -8.66 0.53
F -17.31 -26.34 -9.41 -0.34
F -18.75 -25.74 -8.10 -0.02
F -17.69 -27.44 -7.66 -0.35
C -20.35 -29.13 -7.75 -0.62
C -21.73 -29.73 -7.44 -1.00
H -22.01 -30.16 -8.40 0.20
H -21.73 -30.65 -6.86 0.47
H -22.52 -28.98 -7.30 0.15
H -20.01 -28.61 -6.85 0.26
H -19.69 -29.91 -8.13 0.47
H -18.96 -28.59 -9.74 0.33
C -20.81 -18.70 -3.16 -1.95
C -21.84 -18.46 -4.17 1.98
C -23.13 -18.61 -3.39 -1.13
C -24.33 -18.07 -4.15 0.24
C -24.16 -16.53 -4.41 -1.47
C -22.88 -16.28 -5.21 1.54
N -21.74 -17.03 -4.61 0.41
O -20.47 -16.73 -5.24 -0.48
C -23.23 -16.79 -6.64 -1.62
C -22.61 -14.78 -5.13 -2.02
C -21.83 -19.38 -5.41 0.24
H -19.87 -18.68 -3.71 0.35
H -20.90 -19.66 -2.65 0.17
H -20.86 -17.86 -2.46 0.59
H -23.43 -19.62 -3.11 0.17
H -23.08 -18.03 -2.47 0.50
H -25.21 -18.18 -3.52 0.57
H -24.56 -18.59 -5.08 -0.42
H -24.04 -15.93 -3.50 0.31
H -25.00 -16.18 -5.00 0.51
H -22.46 -16.51 -7.36 0.33
H -23.42 -17.84 -6.83 0.23
H -24.12 -16.25 -6.94 0.46
H -23.34 -14.07 -5.52 0.35
H -22.49 -14.49 -4.08 0.43
H -21.70 -14.55 -5.68 0.42
H -21.42 -20.36 -5.14 -0.66
H -21.10 -19.04 -6.14 0.50
H -22.81 -19.51 -5.85 -0.81
H -20.06 -16.10 -4.65 0.33
C -18.67 -24.94 -12.84 -2.19
C -18.60 -23.52 -12.27 2.61
C -18.45 -22.67 -13.57 -1.49
C -18.93 -21.14 -13.47 -1.25
C -20.17 -21.04 -12.63 -1.65
C -20.27 -21.82 -11.31 2.97
N -19.93 -23.23 -11.61 0.03
O -20.00 -23.97 -10.38 2.86
C -19.41 -21.21 -10.23 -2.02
C -21.78 -21.65 -11.01 -2.01
C -17.36 -23.32 -11.35 -2.31
H -19.65 -25.40 -12.98 0.23
H -18.14 -25.67 -12.23 0.30
H -18.13 -25.02 -13.79 0.59
H -17.38 -22.57 -13.77 0.43
H -18.85 -23.20 -14.44 0.59
H -19.04 -20.62 -14.43 0.33
H -18.15 -20.58 -12.97 0.54
H -21.03 -20.98 -13.29 0.73
H -20.21 -20.01 -12.26 0.47
H -19.92 -20.41 -9.70 0.85
H -19.12 -21.87 -9.42 -0.04
H -18.48 -20.75 -10.55 0.18
H -22.23 -21.94 -10.06 -0.65
H -21.99 -20.58 -11.04 0.73
H -22.37 -22.18 -11.75 0.05
H -17.43 -23.69 -10.32 0.23
H -17.00 -22.30 -11.24 0.31
H -16.46 -23.69 -11.84 0.63
H -19.28 -23.55 -9.90 -1.50
C -26.18 -20.76 -9.07 -1.91
C -26.64 -20.97 -7.60 2.54
C -27.29 -19.71 -6.99 -1.12
C -28.66 -19.40 -7.42 -0.81
C -29.53 -20.58 -7.11 -1.12
C -29.04 -22.01 -7.55 1.66
N -27.49 -22.15 -7.47 -0.24
O -26.90 -23.30 -8.10 0.00
C -29.64 -23.15 -6.63 -1.85
C -29.51 -22.27 -9.05 -1.84
C -25.37 -21.23 -6.79 -0.94
H -25.92 -21.72 -9.53 0.18
H -25.25 -20.20 -9.14 0.49
H -26.91 -20.34 -9.76 0.35
H -27.16 -19.73 -5.91 0.50
H -26.82 -18.81 -7.37 0.24
H -28.77 -19.11 -8.47 0.30
H -29.13 -18.59 -6.87 0.44
H -30.48 -20.51 -7.65 0.40
H -29.77 -20.69 -6.05 0.38
H -29.62 -24.20 -6.95 0.29
H -29.10 -23.10 -5.69 0.44
H -30.71 -23.02 -6.51 0.40
H -30.54 -21.95 -9.20 0.46
H -28.94 -21.63 -9.73 0.37
H -29.49 -23.33 -9.31 0.39
H -25.61 -21.45 -5.76 0.68
H -24.70 -20.38 -6.93 -0.20
H -24.78 -22.10 -7.06 -0.77
H -27.34 -23.26 -8.95 0.25
C -18.50 -24.21 -3.41 -2.43
C -19.75 -23.63 -2.69 2.45
C -20.73 -23.05 -3.79 -0.28
C -22.15 -22.76 -3.23 -0.01
C -22.75 -23.99 -2.53 -2.01
C -21.76 -24.63 -1.54 1.71
N -20.37 -24.72 -1.98 0.63
O -19.57 -25.42 -1.09 -0.55
C -21.95 -23.92 -0.16 -1.70
C -22.31 -26.02 -1.52 -2.12
C -19.29 -22.53 -1.72 -1.72
H -18.55 -25.08 -4.05 0.30
H -17.84 -24.59 -2.63 0.83
H -17.88 -23.43 -3.85 -0.08
H -20.34 -22.10 -4.15 -0.34
H -20.77 -23.73 -4.65 0.11
H -22.78 -22.41 -4.05 0.26
H -21.96 -21.97 -2.50 0.14
H -23.11 -24.59 -3.37 0.36
H -23.64 -23.65 -2.01 0.60
H -21.46 -22.95 -0.06 0.31
H -23.00 -23.79 0.10 0.41
H -21.37 -24.53 0.53 0.38
H -22.26 -26.53 -2.48 0.50
H -21.74 -26.69 -0.88 0.34
H -23.37 -26.06 -1.25 0.41
H -20.09 -22.01 -1.19 0.30
H -18.77 -21.72 -2.21 0.21
H -18.57 -23.00 -1.05 0.41
H -19.10 -26.02 -1.66 0.37
C -25.41 -25.62 -10.70 -2.72
C -25.23 -26.98 -11.42 2.38
C -25.94 -26.71 -12.73 -1.64
C -25.68 -27.84 -13.77 -0.94
C -24.20 -28.23 -13.79 -1.38
C -23.51 -28.49 -12.45 1.57
N -23.78 -27.31 -11.58 0.51
O -23.09 -27.55 -10.34 1.65
C -23.99 -29.92 -11.91 -1.59
C -22.02 -28.60 -12.70 -1.11
C -26.05 -28.00 -10.58 -1.97
H -25.17 -25.67 -9.64 0.27
H -26.44 -25.25 -10.72 0.66
H -24.83 -24.81 -11.15 0.39
H -27.02 -26.61 -12.60 0.35
H -25.50 -25.77 -13.06 0.53
H -25.87 -27.36 -14.72 0.50
H -26.34 -28.65 -13.46 0.38
H -23.61 -27.52 -14.36 0.22
H -24.02 -29.13 -14.38 0.50
H -24.20 -29.96 -10.84 0.04
H -24.93 -30.19 -12.39 0.38
H -23.24 -30.68 -12.17 0.49
H -21.36 -29.27 -12.15 0.24
H -22.05 -28.89 -13.75 0.68
H -21.57 -27.62 -12.65 -0.03
H -26.91 -27.57 -10.06 0.44
H -25.46 -28.56 -9.87 0.12
H -26.42 -28.85 -11.16 0.25
H -23.62 -28.24 -9.94 -0.54
C -15.05 -23.45 -7.37 -2.26
C -16.04 -22.48 -6.79 2.84
C -15.59 -22.27 -5.38 -1.92
C -16.14 -21.13 -4.61 0.54
C -15.89 -19.84 -5.35 -1.48
C -16.40 -19.92 -6.82 1.72
N -15.95 -21.19 -7.47 -0.03
O -16.31 -21.23 -8.79 -0.12
C -17.91 -19.71 -7.00 -1.59
C -15.70 -18.75 -7.51 -2.12
C -17.42 -23.15 -6.79 -0.34
H -15.00 -24.39 -6.83 0.35
H -14.07 -22.97 -7.37 0.60
H -15.21 -23.62 -8.43 0.25
H -15.85 -23.12 -4.75 0.43
H -14.50 -22.27 -5.35 0.37
H -15.71 -21.18 -3.61 0.54
H -17.21 -21.21 -4.48 -0.48
H -14.81 -19.77 -5.41 0.34
H -16.32 -19.03 -4.76 0.48
H -18.19 -18.75 -6.57 0.60
H -18.27 -19.64 -8.02 0.38
H -18.52 -20.46 -6.49 -0.02
H -15.94 -18.69 -8.58 0.34
H -16.08 -17.83 -7.06 0.39
H -14.63 -18.91 -7.42 0.54
H -17.58 -24.22 -6.62 0.73
H -17.77 -22.84 -7.77 -0.68
H -18.09 -22.57 -6.16 -0.79
H -15.49 -21.38 -9.27 0.31
C -28.51 -31.87 -7.62 -1.88
C -28.13 -30.71 -6.49 1.42
C -28.95 -31.14 -5.23 -1.22
C -28.46 -30.47 -3.99 -0.68
C -26.99 -30.63 -3.85 -1.28
C -26.15 -30.15 -5.06 1.95
N -26.70 -30.76 -6.33 0.14
O -25.91 -30.59 -7.58 -0.16
C -26.14 -28.60 -5.24 -1.53
C -24.70 -30.57 -4.72 -1.67
C -28.68 -29.46 -7.21 -1.70
H -28.09 -31.50 -8.56 0.38
H -29.53 -32.10 -7.91 0.39
H -27.98 -32.78 -7.36 0.46
H -30.01 -30.90 -5.24 0.37
H -29.00 -32.22 -5.09 0.46
H -28.98 -30.87 -3.12 0.46
H -28.67 -29.41 -4.09 0.24
H -26.69 -31.59 -3.42 0.36
H -26.76 -29.95 -3.03 0.44
H -25.40 -28.21 -5.93 0.15
H -27.06 -28.24 -5.72 0.34
H -26.08 -28.12 -4.26 0.41
H -24.25 -30.07 -3.86 0.39
H -24.61 -31.64 -4.53 0.48
H -23.96 -30.39 -5.51 0.04
H -28.05 -28.93 -7.92 0.10
H -28.99 -28.71 -6.49 0.43
H -29.56 -29.72 -7.79 0.52
H -25.55 -31.48 -7.58 0.29
```